Record 1
{"formula": "C4H14O2", "method": "the ωB97M-V functional and the def2-TZVPD basis", "homo_lumo_gap_ha": 0.4359, "de_lowest_kj_mol": 33.8, "e_lumo_ev": 0.77, "energy_ha": -311.267100, "multiplicity": 1, "smiles": "CCCC.O.O", "symbols": ["C", "C", "C", "C", "H", "H", "H", "H", "H", "H", "H", "H", "H", "H", "O", "H", "H", "O", "H", "H"], "coordinates": [[1.858, -1.311, -0.024], [1.052, -0.558, -1.085], [-0.359, -0.134, -0.707], [-1.118, 0.485, -1.874], [1.772, -0.837, 0.949], [2.887, -1.361, -0.370], [1.444, -2.317, 0.046], [1.056, -1.146, -2.012], [1.560, 0.344, -1.448], [-0.273, 0.598, 0.079], [-0.914, -0.938, -0.237], [-0.785, 1.452, -2.233], [-2.184, 0.526, -1.649], [-1.042, -0.246, -2.686], [-1.467, 2.459, 1.797], [-0.865, 2.167, 2.480], [-2.090, 1.741, 1.647], [-0.371, -0.040, 2.663], [-0.347, -0.119, 1.698], [0.185, -0.764, 2.965]], "forces_ev_per_a": [[-0.684, 0.231, -0.750], [0.243, 0.252, -0.769], [0.473, 0.384, 0.073], [-0.579, -1.308, -0.121], [0.297, 0.125, 0.137], [0.157, -0.132, 0.381], [0.170, -0.144, 0.173], [-0.337, -0.294, 0.197], [0.203, 0.093, 0.482], [0.114, 0.692, 0.321], [-0.268, -0.527, -0.308], [0.273, 0.094, 0.215], [-0.015, 0.314, 0.052], [-0.018, 0.280, -0.263], [-0.254, 0.433, -0.508], [0.049, -0.392, 0.225], [0.140, 0.001, 0.257], [0.051, -0.130, -0.243], [-0.028, 0.066, 0.294], [0.012, -0.039, 0.156]], "mulliken_charge": [-1.20, -0.35, -0.20, -1.48, 0.25, 0.36, 0.30, 0.36, 0.34, 0.13, 0.54, 0.34, 0.37, 0.35, -0.66, 0.32, 0.32, -0.68, 0.30, 0.29]}



Record 2
{"formula": "C4H14O2S", "method": "the ωB97M-V functional and the def2-TZVPD basis", "s2": 0.75, "homo_lumo_gap_ha": [0.0836, 0.3353], "de_lowest_kj_mol": 17.1, "e_lumo_ev": [3.16, 3.09], "charge": -1, "energy_ha": -709.418255, "multiplicity": 2, "symbols": ["C", "C", "C", "C", "S", "H", "H", "H", "H", "H", "H", "H", "H", "H", "H", "H", "H", "O", "H", "H", "O"], "coordinates": [[1.635, -2.687, -1.153], [1.280, -1.615, -0.143], [-0.247, -1.369, -0.065], [-0.612, -0.529, 1.177], [-2.261, 0.197, 1.050], [2.718, -2.830, -1.175], [1.338, -2.429, -2.166], [1.161, -3.627, -0.870], [1.505, -1.917, 0.862], [1.770, -0.659, -0.330], [-0.566, -0.832, -0.963], [-0.779, -2.325, -0.021], [-0.456, -1.180, 2.035], [0.071, 0.315, 1.169], [-2.932, -0.715, 1.775], [-2.683, 3.488, 1.352], [-3.215, 4.737, 0.667], [-3.370, 4.166, 1.430], [2.237, 2.754, -1.077], [1.623, 3.483, -2.253], [1.780, 3.572, -1.301]], "forces_ev_per_a": [[0.489, 0.056, 0.263], [-1.555, 0.268, -0.019], [0.252, 0.303, -0.236], [0.523, -0.634, -1.251], [-0.299, 0.063, 0.296], [0.003, -0.146, -0.016], [-0.196, 0.118, -0.076], [0.019, -0.103, -0.111], [0.826, -0.381, 0.532], [0.134, -0.001, -0.097], [-0.112, -0.096, 0.015], [-0.028, 0.038, -0.113], [-0.222, 0.450, 0.398], [0.112, 0.179, 0.403], [0.061, -0.057, -0.014], [-0.083, 0.003, 0.020], [0.029, -0.107, 0.104], [0.090, 0.046, -0.136], [0.139, -0.532, 0.178], [-0.069, -0.082, 0.007], [-0.112, 0.614, -0.149]], "mulliken_charge": [-1.34, -0.67, -0.60, -1.35, -0.28, 0.43, 0.34, 0.38, 0.21, 0.36, 0.55, 0.31, 0.55, 0.57, 0.10, 0.36, 0.37, -0.78, 0.59, 0.65, -1.75]}



Record 3
{"formula": "C4H14O2S", "method": "the ωB97M-V functional and the def2-TZVPD basis", "homo_lumo_gap_ha": 0.3531, "de_lowest_kj_mol": 75.2, "e_lumo_ev": 0.51, "energy_ha": -709.437008, "multiplicity": 1, "smiles": "CCCCS.O.O", "symbols": ["C", "C", "C", "C", "S", "H", "H", "H", "H", "H", "H", "H", "H", "H", "H", "O", "H", "H", "O", "H", "H"], "coordinates": [[-0.950, -1.882, 2.293], [-0.583, -1.028, 1.107], [0.919, -0.988, 0.882], [1.426, 0.338, 0.340], [2.681, 0.254, -0.945], [-0.315, -2.747, 2.391], [-0.671, -1.298, 3.174], [-1.989, -2.188, 2.353], [-1.058, -0.072, 1.333], [-1.102, -1.387, 0.212], [1.181, -1.864, 0.280], [1.466, -1.235, 1.802], [1.742, 1.033, 1.123], [0.531, 0.911, 0.052], [2.528, -1.041, -1.205], [-3.291, 0.191, -2.112], [-3.436, 0.451, -1.193], [-2.456, -0.284, -2.034], [-1.888, 2.394, -0.165], [-1.563, 1.867, -0.908], [-1.417, 3.231, -0.141]], "forces_ev_per_a": [[0.564, 0.029, 0.802], [-0.961, -0.080, 0.013], [0.571, -0.465, 0.647], [-1.257, 0.873, 0.161], [0.218, 0.265, -0.052], [0.092, -0.700, -0.290], [-0.389, -0.019, 0.234], [-0.124, 0.102, -0.036], [0.491, 0.422, -0.324], [0.187, -0.032, -0.135], [-0.001, 0.344, -0.466], [-0.276, 0.286, 0.173], [0.672, -0.525, 0.252], [0.222, -0.321, -0.874], [-0.037, -0.167, -0.107], [0.410, -0.011, 0.492], [-0.341, 0.178, -0.101], [-0.026, -0.179, -0.337], [-0.173, -0.441, 0.129], [0.035, 0.544, 0.083], [0.122, -0.103, -0.264]], "mulliken_charge": [-1.49, -0.10, -0.67, -0.16, -0.23, 0.36, 0.36, 0.37, 0.30, 0.14, 0.42, 0.29, 0.34, 0.00, 0.11, -0.65, 0.33, 0.31, -0.63, 0.30, 0.30]}



Record 4
{"formula": "C4H14O2S", "method": "the ωB97M-V functional and the def2-TZVPD basis", "homo_lumo_gap_ha": 0.3401, "de_lowest_kj_mol": 293.0, "e_lumo_ev": 0.37, "energy_ha": -709.354086, "multiplicity": 1, "smiles": "CCCSC.O.O", "symbols": ["C", "C", "C", "S", "C", "H", "H", "H", "H", "H", "H", "H", "H", "H", "H", "O", "H", "H", "O", "H", "H"], "coordinates": [[-0.414, 2.797, -0.893], [-0.188, 1.344, -0.731], [-0.457, 0.225, -1.826], [-0.856, -1.319, -0.747], [0.873, -1.772, -0.784], [0.084, 3.128, -1.839], [-0.223, 3.589, 0.064], [-1.524, 3.034, -0.955], [0.815, 1.268, -0.428], [-0.651, 1.169, 0.269], [-1.172, 0.693, -2.475], [0.456, -0.114, -2.614], [1.328, -1.931, -1.839], [1.131, -2.717, -0.002], [1.507, -0.961, -0.360], [1.834, 0.955, 4.347], [1.188, 0.623, 3.728], [1.191, 1.106, 5.010], [-1.931, -3.970, 0.672], [-1.734, -3.389, 1.380], [-1.258, -3.756, 0.024]], "forces_ev_per_a": [[-1.769, 3.700, -0.197], [0.497, -0.940, 2.035], [1.716, 0.133, 0.377], [0.379, 1.082, -2.058], [2.745, -1.973, 1.352], [-0.421, 0.455, 0.948], [0.430, -2.662, -2.489], [1.064, -0.424, -0.590], [1.795, -0.363, 0.172], [-0.363, -0.920, -1.004], [-1.179, -0.799, -0.299], [-2.205, 1.202, 2.581], [-1.109, -0.290, 1.733], [-0.923, 2.325, -2.446], [-0.567, -0.370, -0.155], [0.171, -0.256, -0.764], [0.275, -0.423, -1.238], [-0.454, 0.678, 1.992], [-0.255, -0.940, -0.779], [0.140, 0.871, 1.210], [0.031, -0.085, -0.382]], "mulliken_charge": [-1.24, -0.36, -0.51, -0.11, -0.79, 0.31, 0.27, 0.30, 0.33, 0.36, 0.42, 0.19, 0.29, 0.29, 0.27, -0.61, 0.30, 0.31, -0.60, 0.32, 0.27]}



Record 5
{"formula": "C4H14O3", "method": "the ωB97M-V functional and the def2-TZVPD basis", "homo_lumo_gap_ha": 0.3576, "de_lowest_kj_mol": 237.3, "e_lumo_ev": 0.68, "energy_ha": -386.436399, "multiplicity": 1, "smiles": "C=C(C)C.O.O.O", "symbols": ["C", "C", "C", "C", "H", "H", "H", "H", "H", "H", "H", "H", "O", "H", "H", "O", "H", "H", "O", "H", "H"], "coordinates": [[2.200, 1.560, 2.506], [1.725, 0.497, 1.831], [1.068, 0.427, 0.478], [1.520, -0.692, 2.628], [2.672, 1.383, 3.497], [2.157, 2.554, 2.217], [0.304, -0.321, 0.421], [1.781, -0.025, -0.253], [0.550, 1.254, 0.120], [2.276, -0.846, 3.391], [1.664, -1.586, 1.835], [0.477, -0.917, 2.969], [-2.916, -0.721, -6.238], [-2.957, 0.192, -6.548], [-2.234, -1.187, -6.724], [-0.600, 0.560, -3.620], [0.057, 0.716, -2.895], [-0.444, -0.232, -3.963], [-2.940, -0.811, 2.438], [-3.915, -0.707, 2.611], [-2.445, -1.097, 3.299]], "forces_ev_per_a": [[0.375, -2.051, 0.473], [-1.209, 2.390, 0.906], [1.361, -1.692, -0.212], [0.273, -4.802, -1.921], [-0.611, 0.137, -0.686], [0.192, 1.701, -1.015], [-0.627, -0.718, 0.723], [-0.133, 0.884, 0.237], [-0.132, 2.028, -0.663], [-0.245, 0.055, 0.339], [-0.095, 1.301, 1.876], [0.823, 0.765, -0.069], [-0.332, 0.018, 0.309], [0.260, -0.273, -0.070], [0.100, 0.230, -0.234], [-0.172, 5.803, 3.356], [-0.945, -0.377, -1.134], [1.097, -5.399, -2.216], [0.239, -0.548, 2.073], [1.725, -0.312, 0.219], [-1.946, 0.859, -2.291]], "mulliken_charge": [-0.97, 0.90, -1.30, -1.15, 0.23, 0.34, 0.42, 0.28, 0.41, 0.42, 0.26, 0.15, -0.64, 0.32, 0.31, -0.61, 0.33, 0.28, -0.65, 0.32, 0.33]}



Record 6
{"formula": "C4H14O3", "method": "the ωB97M-V functional and the def2-TZVPD basis", "homo_lumo_gap_ha": 0.3840, "de_lowest_kj_mol": 138.1, "e_lumo_ev": 0.77, "energy_ha": -386.474181, "multiplicity": 1, "smiles": "C=CCC.O.O.O", "symbols": ["C", "C", "C", "C", "H", "H", "H", "H", "H", "H", "H", "H", "O", "H", "H", "O", "H", "H", "O", "H", "H"], "coordinates": [[2.053, -0.538, 0.812], [0.979, 0.220, 0.727], [-0.188, -0.055, -0.216], [-1.105, -1.150, 0.292], [2.864, -0.329, 1.506], [2.259, -1.456, 0.270], [0.831, 1.038, 1.428], [-0.656, 0.914, -0.390], [0.246, -0.396, -1.162], [-0.573, -2.097, 0.368], [-1.459, -0.917, 1.302], [-2.033, -1.168, -0.291], [0.175, 3.899, -0.810], [-0.553, 3.448, -0.409], [0.694, 4.014, -0.016], [0.438, -3.707, 1.376], [1.276, -3.762, 0.894], [0.610, -3.260, 2.214], [-2.012, 1.918, -2.289], [-1.430, 2.260, -2.967], [-2.416, 1.125, -2.641]], "forces_ev_per_a": [[1.123, -0.287, 0.668], [-0.928, -0.513, -0.255], [1.298, 0.271, 0.096], [-0.741, 0.684, 0.579], [-0.234, 0.230, 0.108], [-0.434, 0.212, -0.517], [0.256, 0.093, -0.083], [-0.409, -0.308, -0.181], [-0.130, 0.221, -0.064], [-0.362, 0.016, -0.335], [0.144, 0.037, 0.124], [0.316, -0.468, -0.204], [0.411, 0.197, 0.110], [-1.249, -0.623, -0.240], [0.801, 0.386, 0.050], [0.168, -0.319, -0.086], [-0.228, 0.109, 0.410], [0.206, -0.016, -0.224], [-0.155, 0.199, 0.419], [0.161, 0.023, -0.205], [-0.013, -0.142, -0.171]], "mulliken_charge": [-0.82, -0.01, -0.16, -1.02, 0.24, 0.26, 0.28, 0.10, 0.25, 0.30, 0.30, 0.31, -0.62, 0.30, 0.30, -0.67, 0.31, 0.33, -0.61, 0.32, 0.30]}



How do the records compare in strongest force on any atom? In the order shown, they have 1.44; 1.58; 1.54; 4.11; 6.71; 1.42 eV Å⁻¹.